The following is a quantum chemistry calculation of a single C6H12O molecule, from the OMol25 dataset.

Atoms and positions in Å:
H: -0.7421 -0.6991 -1.7564
H: -0.4237 -1.5234 1.7616
C: -0.7274 -0.4731 1.6766
C: -0.4250 0.0598 0.2812
C: -1.2411 -0.6864 -0.7794
H: -0.6663 2.1246 1.0996
C: 1.0951 0.2592 0.0075
H: 1.6809 0.0874 0.9244
C: 1.7956 -0.4156 -1.1512
C: -0.4648 1.5963 0.1559
H: -1.4255 -1.7287 -0.4811
H: -2.2182 -0.2020 -0.9199
H: -0.1915 0.0947 2.4451
H: 1.8465 -1.5004 -1.0011
H: -1.1237 2.0001 -0.6240
H: 2.8188 -0.0333 -1.2263
H: -1.7983 -0.4187 1.9051
O: 0.9159 1.6691 -0.2157
H: 1.2950 -0.2105 -2.1018

Forces on atoms 1 to 3 (eV/Å):
-0.2 0.1 0.2
0.0 0.1 0.0
0.0 0.0 0.1

The calculation puts the largest force on an atom at 0.0075 hartree/bohr. Its structure (SMILES) is C[C@H]1OCC1(C)C. As for the HOMO energy: -9.5 eV. The calculation puts the energy relative to the best compared isomer or geometry (same formula, charge and spin) at 1.094 eV. As for the HOMO-LUMO gap: 10.5 eV.

***

The following is a quantum chemistry calculation of a single C6H12O molecule, from the OMol25 dataset.

Atoms and positions in Å:
H: -2.0095 0.7337 -1.1162
H: 0.7818 -0.1048 -1.5288
C: 0.1702 -1.2266 0.1653
C: -0.0288 -0.0298 -0.7887
H: -1.2757 0.0845 -2.5851
H: 0.7785 2.0382 -0.6525
H: -0.6217 -1.2308 0.9243
H: 2.3460 -1.4218 0.1108
C: 0.0884 1.3631 -0.1492
H: 0.2376 2.4378 1.7877
C: -0.2660 1.6434 1.2418
C: 1.5381 -1.3199 0.8452
H: 1.5896 -2.1970 1.5019
H: 0.0148 -2.1415 -0.4226
O: -1.1210 2.0575 0.2001
C: -1.3886 -0.0717 -1.5098
H: -0.6695 0.8321 1.8464
H: 1.7517 -0.4366 1.4568
H: -1.9161 -1.0098 -1.3273

Forces on atoms 1 to 3 (eV/Å):
-0.1 -0.3 -0.2
-0.2 0.1 0.1
-0.1 0.0 0.0

The calculation puts the largest force on an atom at 0.0087 hartree/bohr. Its structure (SMILES) is CC[C@@H](C)[C@@H]1CO1. As for the HOMO energy: -10.2 eV. The calculation puts the energy relative to the best compared isomer or geometry (same formula, charge and spin) at 1.627 eV. As for the HOMO-LUMO gap: 11.3 eV.

***

The calculation returns the following total energy values, one per record and in order: -311.019064; -310.999469 Eh.